1.
Computed, not measured: 9 unconnected molecules or ions with the total composition C57H51BrN12O25P4, with the ωB97M-V functional and the def2-TZVPD basis.

Summary:
Orbital gap (eV): 6.001
Energy (a.u.): -8679.179999
Largest force on an atom (eV/A): 5.5

Last column: Löwdin charge in e.
Element x y z (Å)
Br1 -0.0373 -2.9984 0.6358  0.76
P1 -3.8428 1.4979 -3.1002  0.86
P2 -4.8676 -1.9669 -2.9087  0.64
P3 -2.7712 1.7322 -4.9907  0.45
P4 -2.9276 -4.0787 -0.9065  0.71
O1 -4.4560 -2.6766 1.8278  0.03
O2 -0.6699 9.1536 5.9001  0.08
O3 -3.4700 4.4563 -0.9833  0.04
O4 12.6291 5.2050 3.9711  0.07
O5 0.3656 2.1940 2.2288  -0.10
O6 -3.2379 3.5190 0.9457  0.05
O7 -1.0786 1.6757 -4.6225  -0.24
O8 -3.1456 3.2023 -5.7932  -0.23
O9 -5.5843 -0.9498 -4.0691  -0.26
O10 2.9605 -1.4587 -4.4802  0.08
O11 -1.2131 -6.3581 0.6177  0.00
O12 13.5923 5.3749 2.0406  0.07
O13 -5.5495 -0.8769 1.3312  0.07
O14 -5.3041 -7.0118 -0.6530  0.04
O15 -1.0365 3.1522 -1.9380  0.06
O16 -1.9809 8.6559 4.2517  0.05
O17 -3.0412 0.5527 -5.9368  -0.39
O18 4.5133 -1.6809 -2.9896  0.07
O19 9.3964 -0.0731 -0.5130  0.02
O20 0.6202 -6.0136 1.7180  0.05
O21 0.7600 0.5161 3.4384  0.07
O22 1.6320 0.0714 0.5472  0.07
O23 8.0392 1.5509 -0.9698  0.07
O24 -6.6166 -5.8627 -1.9410  0.05
O25 -6.0651 -2.3458 -1.7325  -0.21
N1 -1.6984 -4.9210 -1.5479  -0.30
N2 -0.0742 1.3450 3.2181  -0.03
N3 -3.4686 4.4890 0.2347  -0.32
N4 4.0083 -1.1175 -3.9516  -0.34
N5 -0.8748 8.8765 4.7283  -0.33
N6 8.2803 0.4327 -0.5364  -0.33
N7 12.8085 4.8452 2.8161  -0.35
N8 -0.5738 -6.2672 1.6591  -0.32
N9 -5.7703 -6.7262 -1.7517  -0.34
N10 0.1274 1.8948 -0.1495  0.03
N11 -5.4876 -2.0224 1.7518  -0.34
N12 -4.4254 -3.3124 -3.6919  -0.20
C1 -2.8587 0.2112 -2.1334  -0.33
C2 -9.0935 -3.8751 2.9768  -0.07
C3 -4.3276 -8.4696 -2.7392  0.00
C4 -2.6646 -6.8132 5.3007  -0.07
C5 1.5589 9.0303 4.3349  0.00
C6 5.9954 2.2776 -5.5276  -0.07
C7 4.8084 -0.5875 0.4154  -0.05
C8 -1.2926 -6.4706 2.9177  -0.14
C9 -4.3102 -8.8327 -5.1216  -0.07
C10 -1.3063 -6.5098 5.3208  -0.06
C11 12.2382 3.2351 1.0308  0.00
C12 -3.7538 5.7670 0.8883  -0.14
C13 -4.2503 8.1966 2.1251  -0.07
C14 0.0824 8.5296 2.4782  0.00
C15 6.3285 -2.3769 0.9808  -0.06
C16 -3.3491 -1.2631 -2.0606  -0.19
C17 4.7915 1.8577 -6.0862  -0.07
C18 -0.6109 2.2388 1.1343  -0.14
C19 -3.8457 -9.1539 -3.8495  -0.06
C20 -5.7535 -7.1452 -4.1847  0.00
C21 11.5197 2.1322 0.5812  -0.05
C22 -5.2638 -7.8329 -5.2894  -0.07
C23 -7.9339 -1.9597 2.0840  0.00
C24 11.1172 3.0810 3.1749  -0.01
C25 -6.7322 -2.6574 2.1894  -0.14
C26 -3.7234 5.8499 2.2801  0.01
C27 6.5573 1.5782 -4.4636  -0.06
C28 -3.3353 -6.9532 4.0890  -0.07
C29 -0.8583 2.1095 -1.2605  -0.28
C30 12.0361 3.6997 2.3297  -0.15
C31 7.1618 -0.3542 -0.0151  -0.15
C32 4.1405 0.7381 -5.5783  0.00
C33 -2.6510 -6.7816 2.8905  0.00
C34 0.5563 0.4751 0.0585  -0.28
C35 -5.2767 -7.4647 -2.9147  -0.14
C36 -6.7011 -3.9555 2.6945  0.00
C37 0.2795 8.8070 3.8300  -0.14
C38 -2.4748 -2.2418 -1.1828  -0.24
C39 10.6060 1.5050 1.4225  -0.07
C40 10.4013 1.9803 2.7154  -0.06
C41 -4.2895 8.1051 0.7365  -0.06
C42 -0.6854 -0.3064 -0.5606  -0.04
C43 -1.1542 -1.7751 -0.4589  -0.46
C44 -7.8886 -4.5626 3.0890  -0.06
C45 -3.9711 7.0717 2.8957  -0.08
C46 1.1789 8.4880 1.6238  -0.06
C47 -0.6130 -6.3392 4.1274  0.00
C48 5.9117 0.4594 -3.9479  0.00
C49 -1.5666 0.6806 -1.3881  -0.01
C50 -9.1167 -2.5758 2.4784  -0.07
C51 2.6498 8.9839 3.4734  -0.06
C52 4.7034 0.0483 -4.5061  -0.14
C53 2.4587 8.7176 2.1205  -0.07
C54 5.8715 0.1721 -0.0578  0.00
C55 7.3981 -1.6250 0.5068  0.00
C56 5.0365 -1.8601 0.9305  -0.05
C57 -4.0403 6.8878 0.1113  0.00
H1 -4.5107 8.9848 0.1412  0.11
H2 -3.5069 4.9811 2.8920  0.12
H3 6.5004 -3.3684 1.3862  0.11
H4 -3.0411 -4.2759 0.5222  0.00
H5 -4.1986 -4.4329 -1.4593  -0.03
H6 -4.6731 -3.1652 -4.6935  0.00
H7 5.6788 1.1621 -0.4568  0.12
H8 1.0361 8.2794 0.5687  0.11
H9 12.9472 3.7146 0.3651  0.12
H10 -3.9433 7.1491 3.9768  0.11
H11 8.3992 -2.0403 0.5483  0.12
H12 -4.9182 -0.8751 -4.8082  0.06
H13 -5.6232 -7.5877 -6.2833  0.11
H14 1.7208 9.2418 5.3862  0.12
H15 11.6739 1.7584 -0.4257  0.11
H16 -3.1860 -6.8903 1.9526  0.12
H17 10.0501 0.6383 1.0672  0.07
H18 4.3586 2.4059 -6.9166  0.11
H19 -0.7885 -6.4033 6.2682  0.11
H20 7.4974 1.9080 -4.0336  0.11
H21 -3.8440 2.7634 -2.3862  -0.07
H22 3.2032 0.4213 -6.0224  0.12
H23 6.3593 -0.0743 -3.1164  0.11
H24 3.3119 8.6897 1.4495  0.11
H25 -3.9551 -8.7270 -1.7538  0.12
H26 -10.0588 -2.0441 2.3945  0.11
H27 -1.4731 1.5198 1.3553  0.15
H28 3.6499 9.1591 3.8554  0.11
H29 -10.0197 -4.3550 3.2785  0.11
H30 -6.4959 -6.3683 -4.3288  0.12
H31 -3.2038 -6.9402 6.2347  0.11
H32 -4.3935 -7.1927 4.0795  0.11
H33 -3.1044 -9.9359 -3.7245  0.11
H34 9.6853 1.4892 3.3663  0.11
H35 6.4979 3.1553 -5.9231  0.11
H36 -1.3127 -5.4395 -0.7173  -0.10
H37 4.2026 -2.4530 1.2941  0.11
H38 -6.6770 -2.9408 -2.2406  0.07
H39 -7.8762 -5.5742 3.4809  0.11
H40 -5.7692 -4.5032 2.7839  0.11
H41 -1.0777 3.2895 1.0885  0.14
H42 3.7994 -0.1897 0.3802  0.08
H43 0.4450 -6.1030 4.1566  0.12
H44 -2.4170 3.2885 -6.4621  0.08
H45 -4.4374 9.1501 2.6094  0.11
H46 -4.0706 6.8304 -0.9713  0.12
H47 -7.9655 -0.9472 1.6972  0.12
H48 10.9506 3.4393 4.1849  0.12
H49 -3.9259 -9.3638 -5.9873  0.11
H50 -0.9099 8.3489 2.0786  0.11
H51 -0.7502 2.5766 -4.8469  0.06

=====

2.
Computed, not measured: a single C3H4N2 molecule, with the ωB97M-V functional and the def2-TZVPD basis.

Summary:
Orbital gap (spin up / spin down) (eV): 8.492 / 8.493
Energy relative to the best compared isomer or geometry (same formula, charge and spin) (kJ/mol): 463.09
Energy (a.u.): -226.048803
Largest force on an atom (eV/A): 5.5

Last column: natural (NBO) charge in e.
Element x y z (Å)
N1 1.6857 0.8598 -1.1679  -0.14
N2 1.8264 2.0777 -1.0808  -0.11
C1 0.5374 2.2995 -0.3384  -0.16
C2 0.2948 0.9026 -0.4272  0.15
C3 -0.6485 -0.1566 -0.1572  -0.70
H1 0.2337 3.2613 -0.1004  0.21
H2 -1.6374 0.1916 0.1397  0.25
H3 -0.6364 -0.6909 -1.1543  0.25
H4 -0.3037 -0.8933 0.6220  0.25

=====

3.
Computed, not measured: 3 unconnected molecules or ions with the total composition C4H14O4, with the ωB97M-V functional and the def2-TZVPD basis.

Summary:
Net charge: +1
Orbital gap (spin up / spin down) (eV): 10.241 / 3.722
2S+1: 2
Energy relative to the best compared isomer or geometry (same formula, charge and spin) (kJ/mol): 126.79
Energy (a.u.): -461.366520
Largest force on an atom (eV/A): 2.2

Last column: natural (NBO) charge in e.
Element x y z (Å)
O1 -2.1680 -0.0815 0.8614  -0.29
O2 0.1657 -1.4947 -0.1640  -0.72
O3 0.1715 0.7411 -1.9729  -0.95
O4 -2.3693 1.5971 -3.0037  -0.94
C1 2.2798 -0.2422 0.0768  -0.60
C2 -1.2353 -0.2379 1.8592  -0.08
C3 0.1201 0.3420 1.3318  -0.39
C4 0.9701 -0.7858 0.7933  0.09
H1 0.6687 0.9854 2.0133  0.27
H2 3.1932 -0.7120 0.4269  0.26
H3 -2.5425 2.0051 -2.1500  0.46
H4 2.0708 -0.5265 -0.9448  0.23
H5 -1.1336 -1.2636 2.2315  0.24
H6 -1.4586 1.3051 -2.9251  0.48
H7 -2.0082 -0.7212 0.1272  0.53
H8 0.1498 -0.2230 -1.9875  0.48
H9 1.0871 0.9492 -1.7750  0.48
H10 -0.1156 1.0995 0.5831  0.27
H11 1.2559 -1.4784 1.5859  0.20
H12 2.3028 0.8258 0.2827  0.22
H13 -1.6226 0.3507 2.6943  0.26
H14 0.2182 -2.4343 0.0556  0.51

=====

4.
Computed, not measured: a single C6H10O3S molecule, with the ωB97M-V functional and the def2-TZVPD basis.

Summary:
Orbital gap (eV): 9.789
Energy relative to the best compared isomer or geometry (same formula, charge and spin) (kJ/mol): 94.17
Energy (a.u.): -858.453087
Largest force on an atom (eV/A): 3.2

Last column: natural (NBO) charge in e.
Element x y z (Å)
S1 2.2764 0.1847 0.4898  1.25
O1 -0.5983 -0.3888 -0.8261  -0.54
O2 -0.2967 -0.0153 1.3875  -0.55
O3 3.5194 0.6856 -0.1448  -0.96
C1 -1.7297 1.5874 0.0643  -0.65
C2 -0.1705 -1.4309 1.1325  -0.11
C3 -0.5407 0.6300 0.1253  0.52
C4 0.1819 -1.4883 -0.3063  0.02
C5 1.6112 -1.1860 -0.6735  -0.63
C6 0.8677 1.2987 -0.1287  -0.62
H1 -1.6599 2.4659 0.8653  0.24
H2 0.5919 -1.8266 1.7765  0.20
H3 -1.7571 1.9608 -0.9718  0.23
H4 -1.1277 -1.8626 1.3710  0.19
H5 -0.3396 -2.3330 -0.7938  0.22
H6 1.1442 1.5207 -1.2110  0.24
H7 0.9071 2.1679 0.4943  0.22
H8 -2.6452 0.9367 0.0644  0.24
H9 2.2824 -2.1025 -0.4843  0.23
H10 1.5166 -0.9240 -1.8013  0.25

=====

Look up the largest force on an atom of the first one. 5.5 eV/A

=====

Among the records above, which one has the lowest energy? C57H51BrN12O25P4

=====

Which formula does entry 1 have? C57H51BrN12O25P4